DFT (ωB97M-V with the def2-TZVPD basis set) results for a single C6H10O2 molecule at a distorted geometry.

Properties
SMILES	CCC/C=C/C(=O)O
strongest force on any atom	13.5	eV Å⁻¹
LUMO	0.518	eV
HOMO-LUMO gap	10.4578	eV
E_tot	-384.93547	a.u.

```
! wB97M-V def2-TZVPD RIJCOSX def2/J DEFGRID3
* xyz 0 1
C -0.20574 1.43547 -2.55668
C -0.35804 0.47979 -1.30358
C 0.76427 0.66923 -0.25796
C 0.65197 -0.18371 0.96942
C -0.36589 -1.03515 1.09827
C -0.59125 -1.90365 2.48648
O -1.58935 -2.60763 2.52824
O 0.30894 -1.81222 3.37581
H 0.89063 1.29257 -3.28720
H -1.14533 1.55822 -3.08583
H -0.20906 2.40647 -2.24986
H -0.52881 -0.42083 -1.49758
H -1.43975 0.76550 -0.92502
H 0.94083 1.44899 0.27642
H 1.69467 0.48360 -0.66515
H 1.37236 -0.11308 1.49595
H -1.27684 -1.06976 0.63547
H 1.08639 -1.39381 2.96279
*
```

DFT (ωB97M-V with the def2-TZVPD basis set) results for a molecular structure, C32H31N9O2S2V.

Properties
strongest force on any atom	0.8	eV Å⁻¹
LUMO (alpha / beta)	0.227 / 0.009	eV
expectation value of S²	3.7602
HOMO-LUMO gap (alpha / beta)	6.9426 / 6.7671	eV
E_tot	-3621.81094	a.u.

```
! wB97M-V def2-TZVPD RIJCOSX def2/J DEFGRID3
* xyz 0 4
V 0.26745 0.09427 -0.54636
N -1.95857 4.13338 -1.54677
C -0.79226 3.51274 -1.13609
S 0.59683 3.64164 -2.11816
N -0.91351 2.87156 0.00621
N 0.11884 2.02860 0.30061
C 0.75741 2.21247 1.39807
C 0.51901 3.36152 2.30659
C -0.65373 3.41324 3.05332
C -0.87967 4.47401 3.91613
C 0.05649 5.49378 4.02943
C 1.21891 5.45271 3.27376
C 1.45010 4.38819 2.41349
C 1.74602 1.17030 1.73959
C 2.64060 1.28406 2.79704
C 3.56462 0.27447 3.00634
C 3.57361 -0.82726 2.16653
C 2.63202 -0.88966 1.15596
N 1.73569 0.07513 0.95551
H -1.81595 4.89528 -2.18989
H -2.63553 4.29126 -0.81602
H -1.38554 2.62357 2.93811
H -1.79300 4.51054 4.49586
H -0.12525 6.32388 4.69983
H 1.94336 6.25346 3.34544
H 2.34572 4.36370 1.80426
H 2.60898 2.15273 3.43774
H 4.27469 0.35096 3.81952
H 4.28549 -1.63041 2.29151
H 2.56495 -1.73060 0.47673
N -0.72600 -2.67310 1.56887
C -1.58306 -1.71654 1.92021
S -1.72556 -0.24100 1.10181
N -2.38011 -1.91025 3.00019
C -2.40662 -2.98929 3.91214
C -3.64208 -3.38075 4.42331
C -3.72149 -4.40528 5.34946
C -2.57240 -5.06331 5.76853
C -1.34371 -4.66719 5.26700
C -1.25012 -3.62699 4.35163
H -0.32362 -2.58890 0.62104
H -0.84453 -3.60157 1.94849
H -3.08767 -1.19836 3.11164
H -4.54032 -2.87974 4.08338
H -4.68825 -4.69681 5.73780
H -2.63562 -5.87110 6.48445
H -0.43773 -5.15645 5.59975
H -0.27811 -3.29483 4.01519
C 0.57722 0.07032 -6.43676
N 1.34255 -0.40697 -5.29067
N 0.85846 -0.04495 -4.03769
C 1.91288 0.16670 -3.17371
O 1.79457 0.36382 -1.95846
C 3.09582 0.04877 -3.97619
C 2.70501 -0.26268 -5.23523
C 3.52024 -0.41572 -6.47024
C -0.45940 -0.38900 -3.64127
C -1.12974 0.49297 -2.80066
C -2.38190 0.14773 -2.31178
C -2.96962 -1.05308 -2.69104
C -2.30420 -1.90161 -3.56230
C -1.04039 -1.58022 -4.04092
H -0.48142 -0.04777 -6.22179
H 0.82130 -0.54058 -7.30271
H 0.78191 1.12253 -6.64956
H 4.10052 0.16318 -3.61094
H 4.57719 -0.37301 -6.22028
H 3.30518 0.38500 -7.18040
H 3.31425 -1.36722 -6.96130
H -0.67631 1.45922 -2.57899
H -2.89243 0.83360 -1.64776
H -3.94481 -1.32451 -2.30940
H -2.75208 -2.84333 -3.85085
H -0.49399 -2.27127 -4.66904
O 0.30839 -4.03104 -2.25074
C 0.35007 -3.00960 -1.64159
N 0.39996 -1.99932 -1.01688
*
```

DFT (ωB97M-V with the def2-TZVPD basis set) results for 2 unconnected molecules or ions with the total composition H6N3P at a distorted geometry.

Properties
SMILES	[H]/N=P/N.N
strongest force on any atom	3.7	eV Å⁻¹
LUMO	0.861	eV
HOMO-LUMO gap	9.9634	eV
E_tot	-509.19850	a.u.

```
! wB97M-V def2-TZVPD RIJCOSX def2/J DEFGRID3
* xyz 0 1
H -3.01606 -0.16748 1.36905
N -1.99062 -0.42403 1.40452
P -1.33203 0.81611 0.70208
N 0.27929 0.61584 1.07170
H 1.06787 0.96262 0.62298
H 0.55963 -0.22683 1.52968
N 0.94736 -0.40248 -1.42116
H 0.44420 -0.41766 -2.31487
H 1.55209 -1.13566 -1.35060
H 1.48828 0.37956 -1.61339
*
```

DFT (ωB97M-V with the def2-TZVPD basis set) results for 2 unconnected molecules or ions with the total composition C5H8O.

Properties
SMILES	CC=C=C=CO.[H][H]
strongest force on any atom	0.3	eV Å⁻¹
LUMO	0.920	eV
HOMO-LUMO gap	9.0504	eV
E_tot	-270.41933	a.u.

```
! wB97M-V def2-TZVPD RIJCOSX def2/J DEFGRID3
* xyz 0 1
C 2.13878 -0.18233 -1.10273
C 1.27064 0.95687 -0.63847
C 0.02488 0.83435 -0.23400
C -1.17883 0.71748 0.16383
C -2.41785 0.58855 0.59387
O -3.10442 -0.57896 0.71403
H 2.18599 -0.21180 -2.19871
H 3.16493 -0.06460 -0.73848
H 1.75724 -1.14699 -0.75576
H 1.70022 1.95728 -0.66825
H -3.02465 1.43511 0.90067
H -2.52674 -1.30216 0.43154
H 0.33444 -1.64779 1.67646
H -0.32460 -1.35501 1.85600
*
```